[1]
Density functional theory data (the ωB97M-V functional and the def2-TZVPD basis) for a structure of composition C37H31ClGaO4P2Si at a distorted geometry.

Output
Net charge ... +1
HOMO level ... -11.207 eV
Calculated total energy ... -5086.2069 Ha
Frontier orbital gap ... 7.05 eV
ΔE to the lowest compared entry with this formula, charge and spin ... 21.1 kcal per mole

Geometry as XYZ:
```
77
Properties=species:S:1:pos:R:3:forces:R:3:mulliken_charge:R:1
Ga -1.823042 0.103079 -1.497926 1.4164 0.2585 0.5026 1.97
C -2.416842 3.494579 -1.868626 0.4428 -0.4430 0.5579 -1.29
Si -1.330542 2.454979 -0.689926 -0.0948 -0.2972 -0.6694 0.71
C 0.502658 2.465879 -1.226126 -0.5052 -0.0031 0.3602 0.51
C 1.048358 3.751879 -1.287026 -0.1104 -0.0561 0.0093 -0.92
C 2.335458 3.991179 -1.730126 0.0364 -0.0175 -0.0465 -1.03
C 3.120358 2.923979 -2.130026 -0.0274 0.0454 0.0723 -1.00
C 2.606258 1.643979 -2.067426 -0.0427 -0.0921 -0.0782 -0.31
C 1.311358 1.384479 -1.620026 -0.1149 0.0244 0.2164 0.59
P 0.850058 -0.405321 -1.555326 0.2429 0.3904 -0.8617 0.59
C 2.211358 -1.119021 -0.567626 -0.5757 -0.1566 0.1003 0.88
C 2.254258 -2.512521 -0.538426 -0.0780 0.0185 -0.0212 -0.83
C 3.177458 -3.167621 0.252274 0.0134 -0.0695 0.0129 -0.86
C 4.067458 -2.436421 1.023574 -0.0420 0.0956 0.0232 -0.62
C 4.027458 -1.053021 0.995974 0.1319 0.0079 0.0346 -0.64
C 3.099958 -0.388021 0.212274 -0.1238 0.0345 -0.1674 -0.48
C 1.272558 -0.911621 -3.267126 -0.2571 -0.2422 0.2612 1.29
C 0.220258 -1.028521 -4.171526 0.0207 0.0746 0.2548 -0.53
C 0.465958 -1.326221 -5.499526 -0.0890 0.0937 -0.1202 -0.87
C 1.766858 -1.516621 -5.940226 -0.1407 0.0280 0.0325 -0.62
C 2.814258 -1.451421 -5.035226 0.0872 0.0572 0.0087 -0.83
C 2.572258 -1.165121 -3.702626 -0.0805 -0.0673 0.0079 -0.46
C -1.800342 2.527179 1.155174 0.1732 -0.1678 -0.6984 0.78
C -2.325242 3.677279 1.744774 -0.0524 -0.0348 -0.0590 -0.79
C -2.745042 3.657979 3.065274 0.0032 0.0456 -0.0732 -0.90
C -2.670642 2.488379 3.803674 0.0383 -0.0532 0.0448 -0.95
C -2.135442 1.345079 3.238974 0.0584 0.0063 -0.0518 -0.63
C -1.693542 1.361079 1.922574 0.1155 0.0530 -0.2863 0.17
P -0.802642 -0.049721 1.172474 -0.5613 0.0288 1.3221 1.20
C -1.926742 -1.483221 1.301074 0.1456 0.1593 -0.5388 0.56
C -1.427142 -2.632121 0.684874 0.0734 0.1236 0.1073 -0.52
C -2.173042 -3.793921 0.667074 -0.0033 -0.1741 -0.0436 -0.63
C -3.425942 -3.815521 1.259374 0.0073 -0.0080 -0.0746 -0.67
C -3.939642 -2.669421 1.845374 -0.0109 0.0514 0.0012 -0.69
C -3.202442 -1.495521 1.855074 0.0779 -0.0133 0.0581 -1.10
C 0.326158 -0.381121 2.575774 0.2585 0.0149 -0.4958 0.98
C 1.411658 0.477779 2.705774 -0.0891 0.0091 0.0715 -0.66
C 2.280758 0.338979 3.770374 0.0161 0.0794 0.0512 -0.74
C 2.059158 -0.650421 4.715474 0.0201 0.0116 0.0581 -0.68
C 0.977458 -1.505121 4.588574 0.0372 -0.0491 0.0804 -0.75
C 0.117358 -1.384821 3.512174 -0.0836 0.0283 -0.1627 -0.49
H -2.484642 4.535179 -1.566426 0.0234 0.1968 0.1210 0.45
H -3.424042 3.082979 -1.891726 -0.0818 -0.0365 0.1258 0.47
H -2.028342 3.462779 -2.885126 0.1679 -0.0627 0.0057 0.38
H 0.442358 4.590479 -0.980626 -0.1042 0.2386 0.0275 0.48
H 2.718758 4.998679 -1.776026 0.0224 0.1040 0.0376 0.44
H 4.132458 3.080879 -2.470526 0.0702 0.0243 -0.0696 0.46
H 3.230758 0.816679 -2.367426 0.0721 0.0569 -0.0215 0.32
H 1.553558 -3.075521 -1.143426 0.0137 -0.1149 -0.0247 0.42
H 3.200858 -4.244621 0.279374 -0.0032 -0.1574 -0.0359 0.46
H 4.780758 -2.942621 1.655074 0.0892 -0.0568 0.0343 0.44
H 4.719858 -0.482421 1.595874 0.0631 0.0531 0.0687 0.45
H 3.073058 0.693079 0.204874 0.0226 -0.0393 0.0493 0.25
H -0.808542 -0.890821 -3.826326 0.1754 -0.0443 -0.1747 -0.03
H -0.363142 -1.393421 -6.185126 -0.0670 -0.0532 -0.1413 0.48
H 1.958358 -1.719921 -6.983626 0.0170 -0.0570 -0.0375 0.41
H 3.829458 -1.607021 -5.368726 0.0652 -0.0745 -0.0257 0.42
H 3.399258 -1.153221 -3.005626 0.0185 -0.0017 0.0428 0.38
H -2.407542 4.595979 1.185874 -0.0399 0.1385 -0.1386 0.43
H -3.136642 4.554579 3.520974 -0.0351 0.0927 0.0037 0.43
H -3.008142 2.473579 4.828174 -0.0644 -0.0005 0.1045 0.45
H -2.047842 0.435679 3.816074 0.0359 -0.0179 0.1319 0.60
H -0.439642 -2.598821 0.231874 -0.0354 -0.1148 0.0322 0.30
H -1.785542 -4.674721 0.177174 0.0251 -0.0988 0.0039 0.46
H -4.018142 -4.717521 1.241074 -0.0303 -0.0958 0.0038 0.40
H -4.929042 -2.689521 2.277974 -0.0605 0.0397 0.0443 0.43
H -3.630942 -0.593321 2.265874 0.0021 0.0228 0.0613 0.46
H 1.556058 1.263879 1.975074 0.0639 0.0726 -0.0095 0.29
H 3.125958 1.003179 3.867774 0.0795 0.0832 0.0338 0.51
H 2.723158 -0.748421 5.559374 0.1079 -0.0211 0.0900 0.43
H 0.794158 -2.266521 5.331174 0.0275 -0.0863 0.0690 0.46
H -0.719142 -2.060021 3.409174 -0.0563 -0.0706 0.0147 0.46
O -3.979742 0.432179 -2.519426 0.3252 0.4653 -1.3655 -0.70
Cl -4.270042 -0.305921 -1.328226 -1.5645 1.2220 0.2926 2.09
O -5.600542 -0.632521 -1.196126 -1.7950 -0.7348 0.0726 -0.65
O -3.797942 0.502579 -0.239726 0.1582 0.5032 1.0556 -0.66
O -3.418142 -1.470821 -1.361726 1.9579 -1.1703 -0.2828 -0.64
```
Forces are in eV/Å.


[2]
Density functional theory data (the ωB97M-V functional and the def2-TZVPD basis) for the molecule C3H7NO2 at a distorted geometry.

Output
Net charge ... 0
HOMO level ... -9.556 eV
Calculated total energy ... -323.6872 Ha
SMILES ... O=CNCCO
Frontier orbital gap ... 10.32 eV
ΔE to the lowest compared entry with this formula, charge and spin ... 58.9 kcal per mole

Geometry as XYZ:
```
13
Properties=species:S:1:pos:R:3:forces:R:3:mulliken_charge:R:1
O -0.912343 -0.093957 1.370544 -0.1282 -0.7999 1.4621 -0.61
C -1.466790 -0.549322 0.183284 0.9372 0.3438 -0.0868 -0.32
C -0.708787 0.369857 -0.807955 1.5603 0.3646 -0.2953 -0.33
N 0.976362 0.699753 -0.473804 -1.0157 -0.6172 0.0098 -0.28
C 1.814523 0.037744 0.357355 -0.4515 -0.4067 0.1237 0.10
O 1.473845 -0.751690 1.239622 0.4425 -0.0559 -0.2709 -0.62
H 0.057327 -0.428798 1.359987 -1.2662 0.2364 0.5869 0.42
H -2.585232 -0.429415 0.215465 1.0534 0.5162 -0.4646 0.27
H -1.335149 -1.634357 -0.005917 0.3729 0.3954 0.0305 0.22
H -1.218984 1.340513 -0.788901 0.6983 -0.1507 -0.1726 0.26
H -0.537946 -0.033593 -1.787943 -0.4286 0.0346 -0.6217 0.33
H 1.531396 1.286999 -1.114179 -1.2221 -0.3651 0.1126 0.23
H 2.911778 0.186269 0.252447 -0.5523 0.5046 -0.4138 0.34
```
Forces are in eV/Å.


[3]
Density functional theory data (the ωB97M-V functional and the def2-TZVPD basis) for a cluster of 3 separate species, C2H13N2O2 in total at a distorted geometry.

Output
Net charge ... +2
⟨S²⟩ ... 0.75
2S+1 ... 2
HOMO level (spin up / spin down) ... -19.042 / -19.036 eV
Calculated total energy ... -343.2095 Ha
Frontier orbital gap (spin up / spin down) ... 11.67 / 5.03 eV
ΔE to the lowest compared entry with this formula, charge and spin ... 52.1 kcal per mole

Geometry as XYZ:
```
19
Properties=species:S:1:pos:R:3:forces:R:3:lowdin_spin:R:1
N -0.267203 -0.267920 0.239002 2.9139 0.8571 1.1370 0.05
C 0.452833 -0.791467 -1.006668 -1.9446 1.4486 -0.8475 0.04
C 1.986455 -0.506804 -0.819518 -2.3404 1.1808 1.6712 0.08
N 2.189395 -0.863477 0.602229 2.7774 -0.8990 -3.2902 0.73
H -0.325428 0.784018 0.243525 -0.1625 -0.2431 0.0174 0.00
H -1.270806 -0.613067 0.293203 0.0201 0.5219 0.3733 0.00
H 0.424110 -0.463290 1.062533 -2.6763 0.1712 -1.0760 0.01
H -0.088409 -1.790851 -1.169642 1.9382 1.1286 -0.3197 0.00
H 0.215347 -0.008257 -1.794674 -0.2139 -1.6207 0.4011 0.00
H 2.555032 -0.937123 -1.656228 0.5064 -0.7462 0.7380 0.04
H 2.093247 0.594239 -0.861922 0.1238 -0.5723 -0.1037 0.00
H 2.392322 -1.819755 0.778311 -0.7448 -1.9515 0.4000 0.02
H 2.839047 -0.376938 1.172260 0.4527 1.8424 1.1250 0.02
H -2.680616 -1.577488 -0.086019 -0.6532 -4.4748 -1.2404 0.00
H -3.441925 -0.287263 -0.429845 -0.3333 -0.1006 -0.2732 0.00
O -2.785357 -0.713037 0.123019 0.3166 3.8557 1.4040 0.01
H -1.705229 2.652936 0.575459 -2.3427 0.4234 -0.1966 0.00
H -0.491112 3.577582 0.464829 0.0982 1.0133 -0.2411 0.00
O -0.790474 2.709869 0.686570 2.2644 -1.8349 0.3216 0.00
```
Forces are in eV/Å.


[4]
Density functional theory data (the ωB97M-V functional and the def2-TZVPD basis) for the molecule C4H4S2 at a distorted geometry.

Output
Net charge ... 0
HOMO level ... -9.057 eV
Calculated total energy ... -951.1119 Ha
SMILES ... S=C/C=C/C=S
Frontier orbital gap ... 7.15 eV
ΔE to the lowest compared entry with this formula, charge and spin ... 38.0 kcal per mole

Geometry as XYZ:
```
10
Properties=species:S:1:pos:R:3:forces:R:3:mulliken_charge:R:1
C 1.015723 -1.372939 0.879637 0.2073 0.5342 1.7976 -0.28
C -0.059414 -0.386019 0.544275 0.1337 -0.8837 -0.0991 -0.12
C 0.000274 0.343266 -0.590634 -1.2594 0.4425 1.1516 0.10
C -1.061465 1.329542 -0.781924 -0.7575 -0.2068 0.7664 -0.33
H 1.078025 -1.645559 2.016511 -0.2922 0.2515 -2.1592 0.25
H -0.945890 -0.291101 1.229201 1.1545 -0.0515 -0.6191 0.21
H 0.795059 0.258780 -1.283581 0.7014 -0.0811 -0.5591 0.39
H -1.785623 1.211989 0.099076 0.5547 0.6981 -1.4360 0.17
S 2.196335 -1.857358 -0.124172 -0.5596 -0.0428 0.4208 -0.20
S -1.233026 2.409399 -1.988389 0.1170 -0.6604 0.7362 -0.21
```
Forces are in eV/Å.


[5]
Density functional theory data (the ωB97M-V functional and the def2-TZVPD basis) for the molecule C5H6N4 at a distorted geometry.

Output
Net charge ... 0
HOMO level ... -9.066 eV
Calculated total energy ... -412.9698 Ha
SMILES ... CN1C=NC2=NN=C[C@@H]21
Frontier orbital gap ... 9.21 eV
ΔE to the lowest compared entry with this formula, charge and spin ... 96.5 kcal per mole

Geometry as XYZ:
```
15
Properties=species:S:1:pos:R:3:forces:R:3:mulliken_charge:R:1
C -0.281329 1.870537 -0.649696 4.3872 1.0106 -1.9421 -0.83
C 1.033010 0.039048 -1.259068 3.9850 -3.5368 -1.9124 0.21
C 0.591462 -1.613318 0.163995 0.4686 -0.2627 -1.2049 0.54
C -1.159542 -1.073766 1.470352 -1.4277 0.6490 0.9478 -0.25
C 0.050854 -0.316803 0.717386 -3.2680 -3.0161 -0.8022 0.07
H -0.183600 2.120109 -1.791541 -0.8404 -0.1713 2.1008 0.26
H 0.788964 2.438747 -0.251028 -3.5636 -0.8661 -0.3215 0.33
H -1.253799 2.092673 -0.244910 0.1089 0.4221 0.3076 0.30
H 1.253100 0.786619 -2.129119 0.7323 -2.1846 1.3384 0.22
H -1.941012 -0.651319 2.216542 1.5049 -0.2227 -1.5013 0.35
H 0.715582 0.131736 1.392794 0.8335 0.8765 1.1187 0.38
N 0.040097 0.451541 -0.596808 -5.3040 1.9850 4.7324 -0.04
N 1.544336 -1.139232 -0.829759 -0.5397 0.2228 -1.7886 -0.70
N 0.007873 -2.780107 0.390458 0.0795 3.7166 0.7387 -0.51
N -1.205996 -2.356465 1.400401 2.8437 1.3778 -1.8114 -0.34
```
Forces are in eV/Å.